i.
The following is a quantum chemistry calculation of 2 unconnected molecules or ions with the total composition C3H12N3O, from the Open Molecules 2025 dataset.

Output
* HOMO level: -14.25 eV
* LUMO energy: -0.1093 Ha
* total charge: +1
* spin multiplicity: 1

Each line ends with the Mulliken charge.
Positions of all 19 atoms, in Å:
C  0.989  -0.441  3.268  -0.5587
O  0.217  0.148  2.184  -0.5601
H  -0.433  0.728  2.609  0.3007
H  1.349  -1.400  2.900  0.2412
H  0.391  -0.508  4.176  0.2785
H  1.806  0.220  3.528  0.2577
C  1.035  1.247  -1.632  -0.8838
C  -0.886  -0.250  -1.393  0.5811
N  -0.319  -0.798  -0.320  -0.3271
N  -0.261  0.707  -2.063  -0.1811
N  -2.077  -0.686  -1.858  -0.4229
H  0.170  -0.202  0.355  0.2833
H  -0.914  -1.484  0.127  0.2456
H  -0.467  0.833  -3.040  0.2741
H  -2.194  -0.686  -2.860  0.2446
H  -2.477  -1.504  -1.424  0.2482
H  1.675  0.451  -1.270  0.3695
H  0.879  1.922  -0.793  0.2887
H  1.517  1.702  -2.493  0.3205



ii.
The following is a quantum chemistry calculation of 2 unconnected molecules or ions with the total composition C3H12N3O, from the Open Molecules 2025 dataset.

Output
* HOMO level: -14.57 eV
* LUMO energy: -0.1022 Ha
* total charge: +1
* spin multiplicity: 1

Each line ends with the Mulliken charge.
Positions of all 19 atoms, in Å:
C  2.618  0.099  -1.987  -0.9683
C  0.436  -0.266  -0.865  0.6659
N  -0.596  -1.102  -0.653  -0.3407
N  1.287  -0.613  -1.830  -0.2488
N  0.483  0.822  -0.104  -0.2827
H  -0.733  -1.957  -1.165  0.1742
H  -1.266  -0.966  0.114  0.2963
H  1.377  -1.601  -2.005  0.2920
H  1.068  1.594  -0.395  0.2312
H  -0.233  0.965  0.592  0.1946
H  3.277  -0.672  -2.391  0.3453
H  3.071  0.437  -1.058  0.3523
H  2.397  0.899  -2.676  0.3411
C  -2.452  0.623  2.443  -0.6502
O  -1.440  -0.148  1.807  -0.5476
H  -1.091  -0.767  2.447  0.2656
H  -1.989  1.294  3.181  0.2811
H  -3.298  0.095  2.851  0.3151
H  -2.915  1.263  1.694  0.2834



iii.
The following is a quantum chemistry calculation of a gas-phase ion, C3H12N3O (charge +1), from the Open Molecules 2025 dataset.

Output
* SMILES: C[C@]([NH3+])(CO)NN
* HOMO level: -14.28 eV
* LUMO energy: -0.1058 Ha
* total charge: +1
* spin multiplicity: 1

Each line ends with the Mulliken charge.
Positions of all 19 atoms, in Å:
C  0.421  1.792  0.063  -1.6393
C  -0.109  -0.339  -1.365  -0.6933
C  -0.015  0.309  0.085  0.9385
N  1.221  -0.541  0.663  -0.3116
N  -1.149  0.076  0.965  -0.3911
N  -1.219  -1.375  1.158  -0.5619
O  1.184  -0.439  -1.889  -0.5617
H  0.279  2.293  0.988  0.4436
H  1.403  2.095  -0.314  0.4015
H  -0.167  2.405  -0.598  0.3876
H  -0.917  0.148  -1.940  0.4199
H  -0.543  -1.342  -1.171  0.3277
H  1.821  -0.459  1.400  0.2481
H  1.714  -0.710  -0.174  0.3397
H  -2.080  0.370  0.574  0.2954
H  -1.504  -1.380  2.106  0.2455
H  0.590  -1.348  1.076  0.4814
H  -1.846  -1.796  0.403  0.2804
H  1.378  0.318  -2.452  0.3495



Most stable structure: ii



i.
The following is a quantum chemistry calculation of a molecular structure, C16H32CaO2P2, from the Open Molecules 2025 dataset.

Output
* HOMO level: -5.80 eV
* LUMO energy: -0.0107 Ha
* total charge: 0
* spin multiplicity: 1

Each line ends with the Mulliken charge.
Positions of all 53 atoms, in Å:
P  0.313  -1.464  -5.077  1.5098
P  0.502  2.086  -4.045  0.9939
C  0.668  0.052  -6.042  -1.1415
C  1.467  1.174  -5.341  -1.1528
H  -0.297  0.406  -6.449  0.4147
H  1.247  -0.325  -6.902  0.5288
H  2.398  0.750  -4.914  0.5316
H  1.736  1.918  -6.105  0.5588
C  -0.459  3.168  -5.261  -1.8244
H  -0.862  4.033  -4.713  0.4744
H  -1.291  2.668  -5.772  0.3622
H  0.244  3.547  -6.022  0.5016
C  1.553  3.488  -3.492  -1.5804
H  1.119  4.406  -3.902  0.4887
H  2.595  3.405  -3.839  0.5078
H  1.479  3.561  -2.403  0.4740
C  -0.614  -2.386  -6.379  -1.7920
H  -0.867  -3.405  -6.052  0.4171
H  -0.018  -2.448  -7.301  0.5133
H  -1.559  -1.873  -6.614  0.3188
C  1.795  -2.494  -4.892  -1.3405
H  2.676  -1.856  -4.728  0.3605
H  1.942  -3.093  -5.806  0.4038
H  1.675  -3.176  -4.040  0.3943
Ca  2.617  1.346  -2.312  1.1082
C  -2.177  1.019  -3.698  -0.7362
C  -2.626  0.360  -4.811  -0.2314
C  -3.767  -0.560  -4.596  -1.0300
C  -3.492  -1.890  -3.810  -0.8622
C  -2.175  -2.487  -3.881  -1.2644
C  -0.928  -1.944  -3.585  -0.3555
C  -0.709  -0.784  -2.526  -0.1449
C  -1.803  0.321  -2.442  -1.5427
C  3.254  -0.503  -0.838  -1.5684
H  -2.100  2.109  -3.692  1.1894
H  -2.371  0.642  -5.844  0.4265
H  -4.254  -0.776  -5.555  0.3544
H  -4.476  -0.036  -3.935  0.2839
H  -3.806  -1.790  -2.761  0.3542
H  -4.168  -2.621  -4.271  0.3774
H  -2.118  -3.558  -4.057  0.4721
H  -0.237  -2.756  -3.242  0.9574
H  0.292  -0.287  -2.649  -0.3541
H  -0.618  -1.261  -1.530  0.5019
H  -2.702  -0.102  -1.965  0.5259
H  -1.396  1.090  -1.760  0.3721
H  4.161  -0.261  -0.263  0.3624
H  3.446  -1.407  -1.438  0.3173
H  2.459  -0.720  -0.105  0.2989
O  1.131  2.112  -0.623  -0.5652
C  2.028  2.874  -0.090  0.1557
O  3.201  2.973  -0.611  -0.7193
H  1.738  3.447  0.804  0.3940



ii.
The following is a quantum chemistry calculation of a molecular structure, C16H32CaO2P2, from the Open Molecules 2025 dataset.

Output
* HOMO level: -4.23 eV
* LUMO energy: -0.0233 Ha
* total charge: 0
* spin multiplicity: 1

Each line ends with the Mulliken charge.
Positions of all 53 atoms, in Å:
P  0.179  -1.894  -1.800  1.0421
P  0.311  2.158  -1.261  1.1165
C  0.029  -0.302  -2.660  -0.9889
C  1.030  0.812  -2.265  -1.2183
H  -1.022  0.036  -2.581  0.5719
H  0.203  -0.539  -3.726  0.5423
H  1.918  0.428  -1.729  0.4704
H  1.401  1.276  -3.195  0.6961
C  -0.647  3.230  -2.360  -1.4994
H  -1.041  4.132  -1.866  0.3949
H  -1.499  2.660  -2.750  0.4258
H  -0.016  3.544  -3.203  0.4497
C  1.647  3.152  -0.544  -1.5446
H  1.868  4.010  -1.216  0.4590
H  2.550  2.519  -0.458  0.4002
H  1.387  3.572  0.446  0.3996
C  -0.990  -3.105  -2.437  -1.5069
H  -1.147  -3.945  -1.738  0.3982
H  -0.602  -3.498  -3.389  0.4817
H  -1.971  -2.647  -2.612  0.3759
C  1.802  -2.616  -2.110  -1.3973
H  2.567  -1.827  -2.110  0.3539
H  1.744  -3.086  -3.104  0.4510
H  2.095  -3.394  -1.381  0.4042
Ca  1.885  1.080  3.057  1.2330
C  -0.842  1.378  -0.026  0.4475
C  -2.245  1.076  -0.209  -1.7185
C  -2.847  -0.238  -0.119  -0.4653
C  -2.276  -1.227  1.030  -0.6970
C  -1.357  -2.207  0.535  -1.2886
C  -0.035  -1.948  -0.031  0.2595
C  0.754  -0.785  0.687  -0.1640
C  0.064  0.562  0.966  -0.4763
C  2.017  -1.000  4.132  -1.5142
H  -0.994  2.346  0.512  0.4138
H  -2.929  1.936  -0.298  0.3059
H  -2.698  -0.786  -1.085  -0.0638
H  -3.946  -0.157  0.030  0.4011
H  -1.819  -0.633  1.836  -0.0533
H  -3.147  -1.748  1.489  0.4886
H  -1.611  -3.266  0.636  0.2818
H  0.535  -2.881  0.175  0.5505
H  1.731  -0.608  0.188  0.3253
H  1.048  -1.240  1.660  -0.1457
H  -0.522  0.448  1.890  0.8827
H  0.910  1.308  1.149  -0.4398
H  2.907  -1.055  4.783  0.3693
H  1.971  -1.875  3.471  0.3021
H  1.099  -0.956  4.751  0.2670
O  -0.253  1.130  3.839  -0.6180
C  0.113  1.974  4.732  0.2280
O  1.335  2.371  4.827  -0.8126
H  -0.646  2.322  5.439  0.4231



Most stable structure: i



i.
The following is a quantum chemistry calculation of 2 unconnected molecules or ions with the total composition C4H12OS2, from the Open Molecules 2025 dataset.

Output
* SMILES: CCSSCC.O
* HOMO level: -8.46 eV
* LUMO energy: -0.0071 Ha
* total charge: 0
* spin multiplicity: 1

Each line ends with the Mulliken charge.
Positions of all 19 atoms, in Å:
C  -0.603  1.246  -0.764  -1.0617
C  0.316  2.376  -0.259  -0.3238
S  2.053  2.031  -0.676  -0.1752
S  3.237  0.330  -1.301  -0.0852
C  3.102  -0.694  0.193  -0.4887
C  1.690  -1.238  0.412  -0.8776
H  -1.559  1.342  -1.267  0.3351
H  0.025  0.490  -1.267  0.2667
H  -0.685  0.535  0.077  0.2859
H  0.169  3.431  -0.487  0.3870
H  0.156  2.392  0.820  0.2632
H  3.266  -0.014  1.031  0.3283
H  3.918  -1.414  0.118  0.3704
H  1.759  -1.938  1.267  0.3432
H  1.110  -0.430  0.858  0.1310
H  1.146  -1.750  -0.379  0.3015
H  -6.150  -1.702  -0.017  0.3192
H  -6.254  -2.633  1.225  0.3204
O  -6.697  -2.361  0.416  -0.6397



ii.
The following is a quantum chemistry calculation of 2 unconnected molecules or ions with the total composition C4H12OS2, from the Open Molecules 2025 dataset.

Output
* SMILES: CCSSCC.O
* HOMO level: -7.89 eV
* LUMO energy: -0.0256 Ha
* total charge: 0
* spin multiplicity: 1

Each line ends with the Mulliken charge.
Positions of all 19 atoms, in Å:
C  1.352  1.642  0.388  -1.0137
C  1.820  0.757  -0.784  -0.3957
S  0.404  -0.240  -1.226  -0.1262
S  -0.970  -1.421  -2.270  -0.1195
C  -1.152  -2.819  -1.119  -0.3686
C  -1.196  -2.492  0.355  -1.1042
H  1.348  0.995  1.272  0.3055
H  2.248  2.268  0.507  0.3238
H  0.509  2.286  0.142  0.3337
H  2.189  1.492  -1.510  0.2963
H  2.667  0.242  -0.309  0.2569
H  -0.439  -3.594  -1.350  0.3256
H  -2.157  -3.148  -1.407  0.2854
H  -1.514  -3.453  0.796  0.3319
H  -0.226  -2.227  0.771  0.3268
H  -1.860  -1.755  0.790  0.3418
H  -0.270  5.015  5.780  0.3138
H  0.737  4.475  6.541  0.3128
O  0.175  5.264  6.609  -0.6267



iii.
The following is a quantum chemistry calculation of 2 unconnected molecules or ions with the total composition C4H12OS2, from the Open Molecules 2025 dataset.

Output
* SMILES: CCSSCC.O
* HOMO level: -8.46 eV
* LUMO energy: 0.0045 Ha
* total charge: 0
* spin multiplicity: 1

Each line ends with the Mulliken charge.
Positions of all 19 atoms, in Å:
C  1.782  0.783  1.744  -1.2437
C  1.880  0.858  0.263  -0.2246
S  1.207  -0.739  -0.532  -0.1686
S  -0.186  -1.394  1.108  -0.1559
C  -1.775  -1.542  0.139  -0.2354
C  -1.582  -1.882  -1.300  -1.0253
H  1.991  1.809  2.077  0.3635
H  2.591  0.153  2.039  0.2760
H  0.696  0.578  2.026  0.4104
H  2.879  1.091  -0.024  0.3425
H  1.306  1.695  -0.163  0.2747
H  -2.295  -2.281  0.775  0.3196
H  -2.341  -0.546  0.178  0.2409
H  -2.531  -1.516  -1.824  0.2980
H  -1.428  -2.952  -1.538  0.2789
H  -0.853  -1.184  -1.833  0.2766
H  -0.599  2.924  -0.446  0.3271
H  -0.445  1.587  -1.386  0.3329
O  -0.297  2.557  -1.304  -0.6876



Most stable structure: iii



i.
The following is a quantum chemistry calculation of a gas-phase ion, C5H11N2O3 (charge +1), from the Open Molecules 2025 dataset.

Output
* SMILES: CC(C)=[N+]([O-])/[N+](O)=C(\C)O
* HOMO level (spin up / spin down): -13.52 / -13.52 eV
* LUMO energy (spin up / spin down): -0.1394 / -0.1394 Ha
* total charge: +1
* spin multiplicity: 1

Each line ends with the Mulliken charge.
Positions of all 21 atoms, in Å:
C  1.503  0.025  -0.056  0.9615
C  -2.180  -0.040  0.055  0.6794
C  2.785  -0.484  0.420  -1.3047
C  1.512  0.912  -1.316  -1.3968
C  -2.411  -1.494  0.141  -1.0047
N  0.448  -0.309  0.584  0.3714
N  -1.012  0.463  0.227  0.2335
O  -0.846  1.815  0.203  -0.5056
O  -3.213  0.741  -0.036  -0.4179
O  0.188  -1.063  1.563  -0.5788
H  3.499  -0.427  -0.364  0.3999
H  2.730  -1.567  0.748  0.3546
H  3.376  0.092  1.280  0.2843
H  1.399  1.937  -0.901  0.2961
H  0.712  0.742  -1.941  0.4125
H  2.439  0.759  -1.721  0.4506
H  -3.321  -1.818  0.773  0.3348
H  -1.493  -2.108  0.365  0.3067
H  -2.787  -1.943  -0.797  0.3220
H  -3.013  1.679  -0.249  0.3809
H  -0.317  2.087  1.021  0.4200



ii.
The following is a quantum chemistry calculation of a gas-phase ion, C5H11N2O3 (charge +1), from the Open Molecules 2025 dataset.

Output
* SMILES: CO/C(O)=[NH+]\[C@@H]1NCCO1
* HOMO level: -12.69 eV
* LUMO energy: -0.1163 Ha
* total charge: +1
* spin multiplicity: 1

Each line ends with the Mulliken charge.
Positions of all 21 atoms, in Å:
C  -2.463  0.488  0.712  -0.3816
C  -2.972  -0.780  -0.028  -0.4997
C  -0.836  -0.362  -0.798  -0.0125
C  1.412  -0.728  0.031  0.7019
C  3.340  0.496  -0.719  -0.8921
N  0.139  -1.112  -0.021  -0.0326
N  -1.216  0.819  0.008  -0.2391
O  -1.967  -1.149  -0.980  -0.4720
O  2.146  -1.652  0.621  -0.4095
O  1.842  0.314  -0.608  -0.2723
H  -3.235  1.343  0.709  0.3247
H  -2.200  0.191  1.760  0.2043
H  -3.218  -1.583  0.632  0.2969
H  -3.896  -0.659  -0.428  0.3786
H  -0.531  -0.130  -1.875  0.3077
H  3.820  0.909  0.202  0.3792
H  3.641  1.347  -1.470  0.2629
H  3.805  -0.351  -1.075  0.4399
H  -0.209  -1.773  0.610  0.2879
H  -0.951  1.763  -0.251  0.2364
H  3.037  -1.459  0.863  0.3911



Most stable structure: ii